Entry 1:
Formula: C10H23Cl3N3O4Sr
Source: OMol25
Level of theory: ωB97M-V/def2-TZVPD

Each line ends with the Mulliken charge.
Cartesian coordinates (Å):
Sr (-8.87326, -23.00740, 15.27917)  1.5910
O (-7.83871, -19.62917, 16.56605)  -0.8168
H (-7.19808, -19.31435, 17.23315)  0.2233
C (-5.26989, -18.91021, 22.06718)  0.2167
O (-5.49275, -19.69803, 23.02775)  -0.6243
N (-4.61703, -17.75265, 22.24847)  0.0660
C (-4.67558, -16.78203, 21.14391)  -0.9698
C (-4.24812, -17.12658, 23.55542)  -0.9108
H (-5.54800, -19.10129, 21.01917)  0.2817
H (-5.24697, -15.92982, 21.51179)  0.3355
H (-5.34927, -17.08868, 20.34379)  0.3500
H (-3.72634, -16.44543, 20.72705)  0.2688
H (-3.24330, -16.71404, 23.46467)  0.3396
H (-4.94205, -16.36371, 23.90843)  0.3352
H (-4.09157, -17.84356, 24.36136)  0.3123
C (-6.30264, -11.68132, 15.00091)  0.1221
O (-7.09388, -11.47157, 15.91705)  -0.5839
N (-6.25790, -12.82282, 14.25393)  0.0985
C (-5.36158, -12.82629, 13.05848)  -0.9073
C (-7.15728, -14.01013, 14.49579)  -0.8893
H (-5.57197, -10.91168, 14.70774)  0.2834
H (-4.48384, -13.34332, 13.44624)  0.3109
H (-5.12409, -11.81551, 12.72675)  0.3372
H (-5.82349, -13.40980, 12.26208)  0.2905
H (-7.86250, -13.95647, 13.66640)  0.3392
H (-6.54847, -14.90626, 14.61570)  0.2936
H (-7.73576, -13.88396, 15.41097)  0.3057
C (-12.98883, -15.92694, 15.84059)  0.1413
O (-13.22128, -15.27966, 16.83129)  -0.5453
N (-13.49309, -15.84158, 14.56883)  0.1004
C (-12.89950, -16.58008, 13.45975)  -0.8307
C (-14.45445, -14.80573, 14.27765)  -0.9479
H (-12.29722, -16.76521, 16.01719)  0.2556
H (-13.65627, -17.00459, 12.80006)  0.3003
H (-12.29666, -17.41708, 13.81205)  0.2605
H (-12.27936, -15.90618, 12.86867)  0.3182
H (-15.32923, -15.39704, 14.00706)  0.3371
H (-14.66885, -14.21770, 15.17003)  0.3035
H (-14.25713, -14.14513, 13.43339)  0.3080
C (-3.29682, -19.93676, 14.24291)  0.1182
Cl (-3.06922, -18.66238, 15.43800)  -0.0878
Cl (-2.05904, -21.21805, 14.14240)  -0.1255
Cl (-3.39651, -19.16439, 12.64176)  -0.1245
H (-4.20741, -20.50895, 14.42045)  0.2194

The calculation puts the LUMO energy at -6.99 eV. As for the charge: +1. The orbital gap comes out at 3.394 eV.



Entry 2:
Formula: C37H45AsN4O2P2ReS5
Source: OMol25
Level of theory: ωB97M-V/def2-TZVPD

Each line ends with the Mulliken charge.
Cartesian coordinates (Å):
Re (1.16336, -0.39575, 0.85082)  2.0003
S (-0.12650, -3.29134, 4.61827)  -0.4047
As (1.14305, -1.84439, 3.88411)  0.2582
S (0.04238, -0.17683, 2.76269)  -0.4032
S (1.94698, -2.34421, 1.81760)  -0.4776
S (2.64458, -0.98475, 5.05062)  -0.4828
C (-4.28320, 2.22548, -3.77211)  -0.5331
S (-5.38014, 1.79984, -2.40416)  -0.1440
C (-5.05353, 0.01994, -2.23660)  -1.1624
C (-4.05655, -0.33207, -1.13336)  -0.2989
C (-2.71543, 0.31129, -1.43146)  -0.8324
N (-1.65198, 0.07922, -0.44258)  0.2360
P (-0.48324, 1.26149, -0.05025)  -0.0858
C (-0.31574, 2.27853, -1.55057)  0.8206
C (0.45659, 1.78405, -2.60245)  -0.4807
C (0.56842, 2.49160, -3.78832)  -0.9907
C (-0.07708, 3.71532, -3.92838)  -0.5754
C (-0.81387, 4.23382, -2.87452)  -0.8301
C (-0.92988, 3.52206, -1.68570)  -0.6636
C (-1.37443, 2.36747, 1.09116)  1.0377
C (-2.73035, 2.17601, 1.33775)  -0.2058
C (-3.41977, 3.01177, 2.20722)  -0.9073
C (-2.76010, 4.05645, 2.83385)  -0.6049
C (-1.41178, 4.27006, 2.58029)  -0.9160
C (-0.72661, 3.43216, 1.71385)  -0.8146
P (-0.92108, -1.40215, -0.09842)  1.0775
C (-1.13479, -2.32686, -1.66615)  1.7103
C (-0.42216, -1.96073, -2.80546)  -0.6832
C (-0.66223, -2.56465, -4.02985)  -1.0500
C (-1.63860, -3.54432, -4.13797)  -0.7974
C (-2.37203, -3.90893, -3.01909)  -0.8046
C (-2.12496, -3.30408, -1.79454)  -0.8886
C (-1.93014, -2.34390, 1.05688)  0.6645
C (-2.92236, -1.72074, 1.80582)  -0.5857
C (-3.68850, -2.46129, 2.69291)  -0.7253
C (-3.45471, -3.82058, 2.84317)  -0.6790
C (-2.43901, -4.43675, 2.12800)  -0.7614
C (-1.67274, -3.69917, 1.24072)  -0.6344
H (-4.37517, 3.29918, -3.93152)  0.3550
H (-4.57486, 1.71209, -4.68732)  0.3192
H (-3.23916, 2.00740, -3.54576)  -0.0030
H (-4.69629, -0.35380, -3.19911)  0.4320
H (-6.01467, -0.45581, -2.04656)  0.5004
H (-3.95113, -1.41977, -1.08018)  0.1142
H (-4.44698, -0.01291, -0.16456)  0.4117
H (-2.84970, 1.39052, -1.51216)  0.6712
H (-2.36676, -0.04074, -2.41000)  0.6473
H (1.01769, 0.87067, -2.47474)  0.6855
H (1.17719, 2.09659, -4.59100)  0.5233
H (0.01129, 4.27083, -4.85334)  0.4117
H (-1.30277, 5.19446, -2.97354)  0.4477
H (-1.52171, 3.93277, -0.87785)  0.4206
H (-3.25256, 1.36164, 0.86176)  0.2149
H (-4.47278, 2.84480, 2.39311)  0.4576
H (-3.29458, 4.70371, 3.51679)  0.3972
H (-0.89290, 5.08908, 3.06092)  0.4442
H (0.31315, 3.63055, 1.50763)  0.4279
H (0.32936, -1.19616, -2.74676)  0.3287
H (-0.07665, -2.26940, -4.89070)  0.5045
H (-1.82985, -4.02124, -5.09072)  0.4091
H (-3.13941, -4.66845, -3.09309)  0.4690
H (-2.70956, -3.60248, -0.93484)  0.4662
H (-3.08327, -0.65413, 1.70968)  0.3877
H (-4.45567, -1.97339, 3.27979)  0.4707
H (-4.04365, -4.39429, 3.54677)  0.3739
H (-2.22063, -5.48448, 2.28226)  0.4224
H (-0.86630, -4.18371, 0.70163)  0.4908
C (6.71867, -0.62212, 1.37116)  -0.7633
C (5.64924, -1.42776, 0.66600)  -0.5968
N (4.41588, -0.65841, 0.63240)  0.3806
C (4.05018, 0.26611, 1.51435)  0.1383
N (2.78949, 0.76367, 1.43740)  0.4733
C (2.50485, 2.00825, 2.17306)  -0.5343
C (3.72983, 2.70141, 2.73164)  -1.0194
C (4.57070, 1.66734, 3.43357)  -0.5061
N (4.94014, 0.66748, 2.43825)  0.1659
C (6.15004, -0.11484, 2.67922)  -0.6015
H (7.01611, 0.22431, 0.74818)  0.2989
H (7.59903, -1.23652, 1.55686)  0.3957
H (5.47876, -2.37853, 1.17906)  0.3115
H (5.93059, -1.64600, -0.36374)  0.4022
H (3.71820, -0.85008, -0.07336)  0.0072
H (1.80659, 1.77532, 2.98102)  0.4616
H (2.00537, 2.67992, 1.48043)  -0.1306
H (3.41140, 3.47514, 3.43111)  0.4669
H (4.30919, 3.17788, 1.93605)  0.3397
H (4.00787, 1.19410, 4.24248)  -0.0679
H (5.49433, 2.08667, 3.83180)  0.4684
H (5.91293, -0.94951, 3.34726)  0.2504
H (6.85689, 0.53180, 3.19755)  0.4057
C (2.49278, -3.09616, -1.44348)  -1.0025
C (2.50072, -1.64771, -1.85902)  0.8308
O (2.93178, -1.32254, -2.94525)  -0.6876
O (2.04499, -0.71618, -1.01889)  -1.2751
H (3.51613, -3.46960, -1.50054)  0.3970
H (1.91057, -3.65680, -2.17447)  0.3261
H (2.09315, -3.27321, -0.45047)  0.0820

Its multiplicity is 2. The expectation value of S² is 0.764. For the energy relative to the best compared isomer or geometry (same formula, charge and spin), the calculation gives 6.7 kcal per mole. The calculation puts the LUMO energy (spin up / spin down) at -1.08 / -1.24 eV. The orbital gap (spin up / spin down) comes out at 6.053 / 5.899 eV.



Entry 3:
Formula: C4H8O2
Source: OMol25
Level of theory: ωB97M-V/def2-TZVPD

Each line ends with the Mulliken charge.
Cartesian coordinates (Å):
C (1.54847, 0.79902, 1.00786)  -1.3339
C (0.57315, 0.00997, 0.17061)  0.4505
O (-0.25000, -0.79751, 1.05382)  -0.2066
C (-1.00011, -1.73609, 0.54242)  -0.4793
C (-1.37132, 0.27224, -1.14547)  -0.7177
O (-0.28973, 0.88222, -0.47543)  -0.3396
H (2.17596, 1.42589, 0.36889)  0.3491
H (2.18593, 0.12331, 1.58476)  0.3527
H (0.99203, 1.43913, 1.69726)  0.3231
H (1.05877, -0.68535, -0.53584)  0.3509
H (-0.57948, -1.98084, -0.47608)  0.2518
H (-1.93695, -0.41696, -0.47743)  0.4175
H (-2.06446, 1.06564, -1.41501)  0.2748
H (-1.04116, -0.27719, -2.03855)  0.3066

For the energy relative to the best compared isomer or geometry (same formula, charge and spin), the calculation gives 99.1 kcal per mole. The calculation puts the LUMO energy at 0.83 eV. The orbital gap comes out at 9.520 eV.



So what do the calculations give for E? Going down the list: -2270.88131; -6794.31349; -307.55457 Eh.